{
  "formula": "C10H40O10",
  "method": "ωB97M-V with the def2-TZVPD basis set",
  "elements": ["C", "O", "H", "H", "H", "H", "C", "O", "H", "H", "H", "H", "C", "O", "H", "H", "H", "H", "C", "O", "H", "H", "H", "H", "C", "O", "H", "H", "H", "H", "C", "O", "H", "H", "H", "H", "C", "O", "H", "H", "H", "H", "C", "O", "H", "H", "H", "H", "C", "O", "H", "H", "H", "H", "C", "O", "H", "H", "H", "H"],
  "xyz": [[9.5965, -4.9242, 19.1760], [9.6547, -6.0355, 18.3347], [9.0003, -5.3799, 19.9666], [10.5274, -4.4903, 19.5410], [9.0201, -4.1494, 18.6704], [9.8598, -5.6238, 17.4921], [12.8798, 1.0673, 19.4422], [13.3206, 2.2798, 18.9582], [13.1611, 0.9902, 20.4925], [11.8000, 0.9192, 19.4303], [13.2876, 0.3189, 18.7627], [13.0826, 2.9805, 19.5697], [20.8771, -0.6889, 24.5108], [21.2407, -1.7577, 25.3985], [20.1510, -1.0482, 23.7815], [20.3247, 0.1332, 24.9658], [21.7429, -0.2508, 24.0143], [20.6831, -1.7380, 26.1798], [18.3630, -8.0978, 24.8240], [19.1652, -7.2968, 23.9006], [18.2611, -9.0900, 24.3844], [18.7773, -8.2380, 25.8224], [17.4010, -7.6154, 24.9973], [20.0722, -7.2645, 24.2136], [14.7354, -4.4663, 15.3099], [13.6773, -4.9923, 14.4910], [14.2976, -3.8635, 16.1055], [15.4064, -5.1772, 15.7920], [15.3950, -3.7689, 14.7936], [14.0656, -5.4988, 13.7739], [22.7097, -4.9185, 20.4149], [21.4673, -5.6554, 20.1624], [23.1744, -4.5937, 19.4839], [22.4643, -3.9686, 20.8897], [23.4168, -5.4272, 21.0701], [21.0251, -5.9191, 20.9727], [16.2298, -4.1607, 21.3883], [16.4426, -3.4906, 22.6368], [15.4397, -3.6600, 20.8286], [17.1404, -4.1659, 20.7892], [15.9494, -5.2000, 21.5599], [17.0481, -4.0047, 23.1760], [19.2878, -3.8266, 29.5066], [18.5886, -3.1651, 28.5605], [19.0332, -4.8864, 29.4946], [20.3716, -3.7394, 29.4301], [18.9600, -3.5170, 30.4990], [17.8014, -3.6866, 28.3879], [20.2941, -4.4238, 15.6185], [19.9803, -3.6110, 16.7485], [19.5454, -5.2106, 15.7105], [20.3044, -3.8585, 14.6866], [21.2968, -4.8463, 15.6830], [20.2225, -4.2023, 17.4649], [12.2449, -5.2704, 24.1343], [10.9010, -5.4234, 24.5537], [12.2446, -5.5140, 23.0718], [12.6325, -4.2669, 24.3098], [12.9620, -5.9462, 24.6004], [10.3776, -4.7881, 24.0597]],
  "forces_ev_per_angstrom": [[-1.53, -0.23, 0.91], [1.08, -0.02, -1.39], [0.11, 1.02, 0.76], [0.30, -0.34, -0.07], [-0.11, 0.34, 0.33], [0.17, -0.77, -0.54], [-0.42, -0.80, 0.46], [0.19, 1.50, -0.73], [0.38, -0.76, 0.00], [-0.37, 0.29, -0.23], [0.24, -0.26, 0.54], [-0.02, 0.03, -0.04], [-0.79, -0.18, 0.08], [0.20, 0.64, -0.35], [0.28, -0.25, -0.40], [0.27, 0.05, 0.63], [0.11, -0.38, 0.11], [-0.11, 0.08, -0.05], [0.56, 0.16, -0.55], [-0.67, -0.29, 0.93], [-0.36, 0.03, 0.04], [0.51, 0.24, -0.09], [-0.01, -0.03, -0.45], [-0.03, -0.08, 0.11], [-0.04, 0.62, 0.05], [0.70, 0.20, 0.67], [-0.33, -0.23, -0.05], [-0.32, -0.58, -0.14], [-0.08, 0.01, -0.50], [0.08, -0.01, -0.01], [-1.38, 0.42, 0.47], [1.33, 0.43, -0.61], [-0.16, -0.74, -0.20], [-0.10, 0.05, 0.30], [-0.05, -0.34, -0.25], [0.31, 0.20, 0.24], [0.40, -0.19, 0.47], [-0.37, 0.16, -0.38], [0.06, 0.09, 0.25], [0.05, 0.11, -0.13], [-0.19, -0.08, -0.08], [0.06, -0.11, -0.12], [0.55, -1.73, 2.34], [-1.08, 1.23, -2.19], [0.36, -0.38, -0.11], [-0.08, 0.28, -0.24], [0.35, 0.29, 0.39], [-0.07, 0.33, -0.23], [-0.17, -0.19, 0.46], [0.68, 0.28, -0.18], [0.16, -0.38, -1.17], [-0.63, 0.06, 0.18], [0.11, -0.16, 0.19], [-0.14, 0.35, 0.59], [0.05, 0.09, -0.90], [0.12, -0.20, 0.80], [0.56, 0.24, -0.23], [-0.08, 0.17, -0.11], [-0.62, -0.28, 0.42], [-0.01, -0.02, 0.02]],
  "homo_ev": -10.2,
  "relative_energy_kcal_mol": 137.04
}


{
  "formula": "C3H6FNO2",
  "method": "ωB97M-V with the def2-TZVPD basis set",
  "elements": ["C", "C", "C", "N", "O", "O", "F", "H", "H", "H", "H", "H", "H"],
  "xyz": [[-2.3305, 0.5112, 0.1099], [-0.6034, -1.3532, 0.7086], [-1.5855, -0.6819, -0.2273], [0.3140, 1.3710, -0.6958], [-2.4441, 1.6729, 0.3402], [-3.0287, -0.5876, -0.0122], [-1.4009, -0.9755, -1.5655], [-0.8239, -0.7515, 1.6423], [0.3627, -1.1659, 0.2699], [-0.9600, -2.4040, 0.9244], [0.5808, 1.8760, -1.5870], [1.0672, 0.7200, -0.3789], [0.1506, 2.1214, 0.0045]],
  "forces_ev_per_angstrom": [[1.36, 1.35, -0.75], [-3.19, 0.21, 1.05], [0.61, 0.31, -1.56], [0.89, 0.95, -0.52], [-0.50, -0.54, 0.14], [-1.35, -1.29, 0.98], [0.18, 0.16, 1.08], [1.06, -0.86, -0.66], [0.35, -0.49, 0.32], [1.05, 0.92, -0.49], [-0.13, -1.11, 1.50], [-0.62, 1.33, -0.54], [0.30, -0.96, -0.55]],
  "homo_ev": -10.0,
  "relative_energy_kcal_mol": 49.23
}


{
  "formula": "C5H10N2O",
  "method": "ωB97M-V with the def2-TZVPD basis set",
  "elements": ["C", "O", "H", "H", "H", "H", "C", "C", "C", "C", "N", "N", "H", "H", "H", "H", "H", "H"],
  "xyz": [[0.8417, 1.6224, 2.6689], [-0.0061, 0.5970, 3.2273], [-0.6090, 1.0382, 3.8824], [0.3844, 2.5274, 2.9833], [0.7437, 1.6349, 1.6355], [1.8699, 1.5025, 3.0306], [-0.2827, 0.0722, -3.2762], [0.2685, -0.2967, -0.5971], [-0.3121, -0.5624, -1.8848], [-0.8041, -2.1574, -0.5066], [-0.0385, -1.3068, 0.2893], [-0.8688, -1.8455, -1.8325], [0.8076, 0.5676, -0.2411], [-0.0407, -1.1688, 1.3017], [-0.4787, 1.0884, -3.2026], [-1.0698, -0.3741, -3.8012], [-1.0845, -3.0964, 0.0554], [0.6790, 0.1575, -3.7323]],
  "forces_ev_per_angstrom": [[-0.59, -0.62, 2.17], [-0.67, 0.34, 0.70], [0.99, -0.88, -1.06], [0.32, 1.31, 0.36], [0.21, -0.37, -1.98], [-0.24, 0.16, -0.25], [0.84, -0.06, 2.62], [-0.61, 1.18, -1.97], [1.74, -1.32, 1.65], [0.54, -1.80, 0.43], [-1.27, 0.52, -2.91], [-0.13, 0.64, 3.91], [-0.03, 0.02, -0.23], [-0.06, -0.37, -0.52], [-0.99, 2.14, 0.39], [-0.66, -0.80, -1.25], [-0.13, 0.99, -1.47], [0.73, -1.09, -0.58]],
  "homo_ev": -8.1,
  "relative_energy_kcal_mol": 46.54
}


{
  "formula": "C3H3F2NO",
  "method": "ωB97M-V with the def2-TZVPD basis set",
  "elements": ["C", "C", "C", "N", "O", "F", "F", "H", "H", "H"],
  "xyz": [[-1.4168, -0.0586, 0.3243], [0.9887, 0.7630, -0.3328], [0.5964, -0.6131, -0.1560], [-0.4263, 0.3692, -0.6084], [-1.4332, -0.5544, 1.4046], [0.8778, 1.4188, 0.8349], [1.2599, -1.5145, -1.0437], [-2.4431, 0.2119, -0.0388], [1.5392, 1.1578, -1.1577], [0.4573, -1.1800, 0.7737]],
  "forces_ev_per_angstrom": [[-4.03, 2.84, -0.25], [-3.10, -0.94, 2.72], [3.52, -1.65, -1.98], [0.67, -3.40, -1.24], [1.41, -0.71, 0.66], [1.91, 1.62, 0.80], [-1.42, 0.97, 0.33], [0.74, -0.09, -0.57], [0.26, 0.42, -0.18], [0.05, 0.93, -0.30]],
  "homo_ev": -10.8,
  "relative_energy_kcal_mol": 63.38
}


{
  "formula": "C41H44N6P2PdSTe",
  "method": "ωB97M-V with the def2-TZVPD basis set",
  "elements": ["Pd", "C", "N", "P", "C", "C", "C", "C", "C", "C", "C", "C", "C", "C", "C", "C", "P", "C", "C", "C", "C", "C", "C", "C", "C", "C", "C", "C", "C", "H", "H", "H", "H", "H", "H", "H", "H", "H", "H", "H", "H", "H", "H", "H", "H", "H", "H", "H", "H", "H", "H", "H", "C", "C", "N", "C", "C", "C", "C", "C", "C", "C", "C", "N", "C", "N", "H", "H", "H", "H", "H", "H", "H", "H", "H", "S", "C", "N", "C", "C", "N", "H", "H", "H", "H", "H", "H", "C", "Te", "C", "H", "H", "H", "H", "H", "H"],
  "xyz": [[0.9435, 0.0198, 0.1670], [-0.7556, 3.5446, -1.7692], [-0.2674, 2.4261, -0.9644], [1.3459, 2.0331, -0.6632], [2.0860, 3.2534, 0.4228], [1.3107, 3.7721, 1.4617], [1.8797, 4.6358, 2.3825], [3.2273, 4.9666, 2.2840], [4.0046, 4.4338, 1.2657], [3.4384, 3.5770, 0.3317], [2.2090, 2.1455, -2.2418], [2.6679, 3.3860, -2.6957], [3.1992, 3.5015, -3.9712], [3.2719, 2.3887, -4.7998], [2.7986, 1.1595, -4.3610], [2.2650, 1.0401, -3.0871], [-0.9831, 0.8792, -0.7713], [-1.4934, 0.2128, -2.3568], [-0.8838, -0.9541, -2.8216], [-1.2506, -1.4857, -4.0491], [-2.2191, -0.8507, -4.8129], [-2.8381, 0.3050, -4.3493], [-2.4883, 0.8339, -3.1175], [-2.4869, 1.2336, 0.1478], [-2.5791, 2.3827, 0.9302], [-3.7510, 2.6501, 1.6255], [-4.8201, 1.7627, 1.5556], [-4.7249, 0.6146, 0.7772], [-3.5656, 0.3556, 0.0655], [-0.2989, 4.4690, -1.4148], [-1.8336, 3.6316, -1.6421], [-0.5279, 3.4137, -2.8282], [0.2672, 3.4966, 1.5461], [1.2763, 5.0533, 3.1782], [3.6707, 5.6425, 3.0039], [5.0524, 4.6936, 1.1894], [4.0471, 3.1792, -0.4711], [2.6167, 4.2587, -2.0558], [3.5561, 4.4620, -4.3197], [3.6908, 2.4834, -5.7932], [2.8387, 0.2968, -5.0140], [1.8520, 0.0998, -2.7581], [-0.1501, -1.4546, -2.2077], [-0.7916, -2.4001, -4.4032], [-2.5075, -1.2641, -5.7709], [-3.6026, 0.7861, -4.9449], [-2.9965, 1.7151, -2.7438], [-1.7496, 3.0758, 0.9825], [-3.8351, 3.5574, 2.2111], [-5.7344, 1.9764, 2.0942], [-5.5545, -0.0780, 0.7144], [-3.5115, -0.5341, -0.5430], [2.5816, -3.7745, -1.6452], [2.2598, -2.5109, -1.2022], [1.3282, -2.2809, -0.2584], [0.7167, -3.3378, 0.2720], [0.9543, -4.6513, -0.1272], [1.9162, -4.8654, -1.1012], [0.2390, -5.7789, 0.5055], [-1.0621, -5.8583, 0.7760], [-2.1256, -4.8940, 0.4302], [-3.3103, -4.8810, 1.1555], [-4.2700, -3.9521, 0.7928], [-4.0975, -3.1144, -0.2272], [-2.9436, -3.2346, -0.8797], [-1.9489, -4.0630, -0.6028], [3.3482, -3.9042, -2.3979], [2.7866, -1.6500, -1.5873], [0.0162, -3.1398, 1.0698], [2.1458, -5.8716, -1.4315], [0.8596, -6.6248, 0.7842], [-1.4102, -6.7418, 1.3010], [-3.4743, -5.5682, 1.9751], [-5.2088, -3.8795, 1.3308], [-2.8020, -2.5896, -1.7433], [-0.8830, -1.1327, 2.0560], [-1.1827, -0.3745, 3.5391], [-0.6608, -0.7262, 4.7169], [-1.1878, 0.0540, 5.8398], [-2.2284, 0.9617, 5.1451], [-2.0252, 0.6439, 3.7289], [-0.0422, -1.5123, 4.8042], [-0.3973, 0.6302, 6.3167], [-1.6419, -0.5936, 6.5862], [-2.0428, 2.0153, 5.3402], [-3.2459, 0.7265, 5.4522], [-2.6228, 0.9703, 2.9862], [3.3668, -1.9114, 2.4042], [3.1770, 0.0643, 1.6488], [4.7071, -0.1626, 0.1876], [2.9230, -2.6242, 1.7150], [2.8718, -1.9535, 3.3707], [4.4300, -2.1050, 2.5300], [5.6688, -0.0761, 0.6861], [4.5971, 0.6256, -0.5535], [4.6056, -1.1365, -0.2837]],
  "forces_ev_per_angstrom": [[-0.10, -0.19, 0.54], [0.02, 0.03, 0.05], [0.06, -0.39, 0.05], [-0.06, 0.11, -0.33], [-0.19, -0.05, 0.09], [0.10, 0.05, 0.00], [0.02, 0.00, -0.01], [-0.03, -0.01, 0.00], [0.02, 0.01, 0.00], [0.08, -0.01, 0.09], [0.03, 0.13, 0.09], [0.03, -0.01, -0.05], [0.00, 0.01, 0.00], [-0.01, 0.00, 0.02], [-0.01, -0.01, 0.00], [-0.02, 0.09, -0.03], [0.31, 0.39, -0.20], [-0.04, -0.12, 0.02], [-0.12, 0.17, -0.07], [0.01, -0.01, 0.01], [-0.02, -0.01, -0.02], [-0.02, 0.05, 0.03], [0.03, -0.05, -0.02], [-0.05, -0.03, -0.09], [-0.06, 0.01, -0.02], [-0.03, 0.04, -0.01], [0.01, 0.00, -0.03], [-0.04, 0.02, 0.05], [0.01, 0.01, 0.09], [0.01, 0.01, -0.01], [-0.01, 0.01, 0.01], [0.01, -0.03, -0.01], [0.00, 0.00, 0.01], [0.01, -0.01, -0.02], [-0.01, -0.02, -0.02], [-0.02, 0.00, 0.01], [0.01, 0.00, 0.05], [-0.02, -0.01, -0.07], [-0.01, -0.02, 0.01], [-0.01, 0.00, 0.02], [0.00, 0.02, 0.02], [0.00, -0.22, 0.07], [0.11, -0.07, 0.06], [0.00, 0.02, 0.01], [0.01, 0.01, 0.02], [0.01, -0.01, 0.01], [0.00, -0.01, -0.02], [-0.03, -0.01, -0.01], [0.00, -0.02, -0.01], [0.01, 0.00, 0.00], [0.02, 0.02, -0.01], [0.01, -0.10, -0.04], [0.06, -0.04, -0.03], [-0.06, -0.03, 0.05], [0.00, -0.05, -0.06], [-0.02, 0.06, -0.04], [0.01, -0.10, -0.01], [0.02, -0.03, 0.02], [0.08, 0.08, -0.03], [-0.09, -0.04, 0.04], [0.00, 0.00, 0.03], [-0.02, -0.04, 0.05], [0.01, 0.02, -0.01], [0.07, 0.04, -0.03], [-0.07, -0.02, 0.02], [0.02, 0.02, -0.09], [-0.03, 0.01, 0.02], [-0.07, 0.15, -0.10], [-0.02, -0.03, -0.04], [-0.01, 0.03, 0.00], [-0.01, 0.02, -0.02], [0.01, 0.03, -0.02], [0.00, 0.02, -0.02], [0.01, 0.00, -0.01], [-0.03, 0.00, 0.05], [0.29, -0.08, -0.07], [-0.09, 0.27, 0.20], [0.02, -0.01, 0.03], [-0.01, -0.03, -0.09], [0.07, -0.05, -0.08], [0.00, -0.05, 0.07], [-0.01, -0.01, 0.00], [0.04, 0.01, -0.01], [0.00, -0.03, 0.01], [0.00, 0.03, -0.01], [-0.04, -0.02, -0.01], [0.01, 0.02, 0.00], [0.01, -0.02, -0.05], [-0.17, -0.01, -0.16], [-0.01, 0.03, 0.06], [0.02, 0.04, 0.02], [-0.02, 0.01, -0.02], [-0.01, 0.01, 0.02], [0.01, -0.01, -0.02], [0.00, 0.01, -0.02], [0.00, 0.01, 0.02]],
  "homo_ev": -13.2,
  "total_charge": 2,
  "relative_energy_kcal_mol": 0.00
}


{
  "formula": "C4H9NO3",
  "method": "ωB97M-V with the def2-TZVPD basis set",
  "elements": ["C", "C", "C", "O", "O", "H", "H", "H", "H", "H", "H", "C", "O", "N", "H", "H", "H"],
  "xyz": [[0.3471, 2.1612, -0.0616], [1.6445, -1.2388, -0.5851], [1.0624, -0.0758, 0.1800], [0.7871, 0.9471, -0.6568], [1.0734, 0.0365, 1.3828], [0.4940, 2.9425, -0.8033], [-0.7110, 2.0809, 0.1953], [0.9185, 2.3633, 0.8466], [0.8193, -1.8570, -0.9351], [2.2697, -1.8406, 0.0675], [2.2061, -0.8839, -1.4438], [-1.7111, -1.1965, 1.0951], [-2.1334, 0.1572, -0.7385], [-1.5115, -1.0179, -0.1318], [-2.0228, -0.0125, -1.6853], [-2.3081, -0.5291, 1.7109], [-1.2243, -2.0365, 1.5629]],
  "forces_ev_per_angstrom": [[-0.16, 0.08, 0.39], [-0.55, -0.15, 0.10], [1.80, 0.66, 0.12], [-0.20, -0.45, -0.11], [-0.54, -0.17, -0.27], [0.01, -0.05, 0.02], [0.06, 0.03, -0.03], [-0.03, 0.06, -0.14], [0.01, -0.05, -0.11], [0.02, 0.09, 0.08], [0.01, 0.03, -0.03], [-0.62, 1.02, 0.03], [0.24, -1.31, 1.40], [-0.30, 0.41, -1.64], [0.18, -0.10, 0.34], [-0.08, 0.07, -0.03], [0.14, -0.17, -0.11]],
  "homo_ev": -10.2,
  "relative_energy_kcal_mol": 70.87
}


Number 1: E_tot -1157.1335 a.u.. Number 2: E_tot -422.9538 a.u.. Number 3: E_tot -381.2113 a.u.. Number 4: E_tot -445.7265 a.u.. Number 5: E_tot -3393.7134 a.u.. Number 6: E_tot -438.2161 a.u..